Below is a structure of composition C56H48Cl4CuF12N10O24S4 at a distorted geometry, with properties calculated with wB97M-V/def2-TZVPD.

Output
Spin multiplicity   2
Gap between HOMO and LUMO (alpha / beta)   8.42 / 6.11 eV
Expectation value of S²   0.752
HOMO (alpha / beta)   -9.80 / -9.80 eV

XYZ file:
```
159
C56H48Cl4CuF12N10O24S4 (wB97M-V/def2-TZVPD)
Cu -1.004 0.544 1.483
C 0.725 -2.456 -0.831
F 0.336 -3.454 -0.056
F 1.674 -1.813 -0.172
F 1.112 -2.907 -2.005
S -0.760 -1.294 -1.205
O -0.856 -1.179 -2.655
O -1.928 -1.818 -0.541
N -0.274 0.156 -0.383
S 0.465 1.004 -1.551
O 1.559 0.294 -2.159
O -0.455 1.597 -2.495
C 1.287 2.441 -0.551
F 1.102 3.545 -1.237
F 0.617 2.514 0.600
F 2.552 2.193 -0.340
C -0.029 0.864 5.517
F -0.183 1.102 6.797
F 0.787 1.775 5.025
F 0.504 -0.334 5.337
S -1.690 0.865 4.582
O -1.924 -0.521 4.236
O -2.644 1.473 5.454
N -1.342 1.703 3.132
S -1.393 3.299 3.320
O -1.179 3.728 4.677
O -0.564 3.987 2.355
C -3.218 3.837 2.960
F -3.704 4.575 3.935
F -3.211 4.570 1.846
F -3.955 2.755 2.794
Cl -3.782 -0.671 -3.309
C -2.900 0.070 -4.667
C -3.098 1.564 -4.553
Cl -2.120 2.397 -5.798
H -3.285 -0.317 -5.607
H -1.854 -0.204 -4.555
H -2.691 1.853 -3.587
H -4.151 1.828 -4.595
Cl 5.632 1.787 -2.442
C 4.881 0.313 -3.134
C 5.181 -0.869 -2.214
Cl 4.610 -0.595 -0.546
H 5.400 0.156 -4.077
H 3.818 0.476 -3.290
H 6.254 -1.064 -2.206
H 4.787 -1.817 -2.579
C -0.524 -5.059 -3.124
C -0.281 -6.311 -2.585
C -1.166 -6.900 -1.703
C -2.321 -6.211 -1.353
C -2.614 -4.979 -1.930
C -1.702 -4.399 -2.803
N -3.213 -6.727 -0.315
O -2.881 -7.678 0.355
O -4.267 -6.129 -0.164
H 0.098 -4.605 -3.884
H 0.569 -6.883 -2.937
H -0.950 -7.820 -1.176
H -3.427 -4.384 -1.541
H -1.959 -3.414 -3.170
C 2.667 -4.770 2.384
C 2.417 -5.784 3.303
C 2.020 -7.060 2.914
C 2.051 -7.373 1.556
C 2.235 -6.380 0.626
C 2.610 -5.091 1.041
N 1.778 -8.717 1.073
O 1.689 -9.615 1.895
O 1.509 -8.895 -0.095
H 3.072 -3.814 2.684
H 2.417 -5.598 4.369
H 1.920 -7.754 3.735
H 2.179 -6.563 -0.438
H 2.805 -4.306 0.326
C -3.359 -5.892 2.559
C -3.648 -4.588 2.164
C -2.718 -3.562 2.284
C -1.446 -3.853 2.741
C -1.134 -5.163 3.049
C -2.052 -6.194 2.990
N -0.431 -2.820 2.913
O 0.408 -3.017 3.763
O -0.519 -1.763 2.319
H -4.066 -6.708 2.540
H -4.600 -4.328 1.722
H -2.913 -2.655 1.727
H -0.109 -5.361 3.338
H -1.740 -7.196 3.242
C 2.682 2.854 -5.070
C 1.361 2.925 -4.652
C 0.861 4.141 -4.203
C 1.708 5.226 -4.087
C 3.003 5.156 -4.584
C 3.523 3.945 -5.004
N 1.168 6.520 -3.613
O -0.003 6.568 -3.290
O 1.893 7.490 -3.654
H 3.083 1.886 -5.344
H 0.772 2.022 -4.710
H -0.196 4.246 -3.998
H 3.673 5.990 -4.470
H 4.554 3.950 -5.325
C -4.729 5.256 -2.711
C -5.421 4.049 -2.724
C -4.885 3.013 -1.961
C -3.712 3.173 -1.260
C -3.081 4.404 -1.228
C -3.562 5.479 -1.960
N -3.120 2.058 -0.540
O -2.291 2.343 0.331
O -3.443 0.912 -0.731
H -5.054 6.044 -3.382
H -6.269 3.872 -3.366
H -5.368 2.043 -2.007
H -2.148 4.551 -0.697
H -3.091 6.449 -1.967
C -6.774 -3.406 0.471
C -7.057 -3.012 1.792
C -6.197 -2.056 2.331
C -5.190 -1.479 1.565
C -4.950 -1.859 0.243
C -5.682 -2.919 -0.232
N -4.349 -0.457 2.168
O -3.209 -0.319 1.767
O -4.817 0.166 3.087
H -7.458 -4.082 -0.027
H -7.871 -3.503 2.301
H -6.416 -1.667 3.316
H -4.196 -1.359 -0.350
H -5.573 -3.216 -1.268
C 4.161 5.673 -1.619
C 4.074 7.049 -1.409
C 4.934 7.631 -0.479
C 5.770 6.841 0.296
C 5.764 5.461 0.194
C 4.994 4.906 -0.813
N 6.692 7.445 1.262
O 7.621 6.751 1.669
O 6.616 8.634 1.496
H 3.627 5.155 -2.400
H 3.557 7.718 -2.084
H 4.849 8.687 -0.260
H 6.493 4.903 0.759
H 4.951 3.825 -0.843
C 5.350 2.716 3.840
C 4.030 3.126 3.579
C 3.093 2.195 3.168
C 3.440 0.856 2.998
C 4.726 0.462 3.336
C 5.649 1.373 3.798
N 2.415 -0.105 2.634
O 1.308 0.345 2.389
O 2.661 -1.282 2.592
H 6.106 3.470 4.020
H 3.686 4.149 3.562
H 2.106 2.548 2.897
H 5.028 -0.577 3.302
H 6.637 1.017 4.058
```

Löwdin atomic charge list, values in e, 4 entries: 0.76, -0.66, 0.16, 0.11

Below is a structure of composition C56H51NP3S4SbScSi at a distorted geometry, with properties calculated with wB97M-V/def2-TZVPD.

Output
Spin multiplicity   2
Gap between HOMO and LUMO (alpha / beta)   5.06 / 6.30 eV
Expectation value of S²   0.762
HOMO (alpha / beta)   -4.97 / -6.42 eV

XYZ file:
```
118
C56H51NP3S4SbScSi (wB97M-V/def2-TZVPD)
Sc -0.314 0.697 -0.044
C -0.193 -1.453 5.362
C 0.651 -2.436 4.858
C 1.144 -2.338 3.566
C 0.789 -1.265 2.750
C -0.086 -0.307 3.260
C -0.566 -0.386 4.560
P 1.532 -0.946 1.099
C 3.129 -0.187 1.618
C 4.249 -0.276 0.799
C 5.409 0.427 1.099
C 5.461 1.233 2.225
C 4.354 1.318 3.060
C 3.196 0.614 2.760
C 1.978 -2.510 0.316
C 2.983 -3.303 0.883
C 3.400 -4.466 0.266
C 2.822 -4.835 -0.947
C 1.842 -4.050 -1.520
C 1.378 -2.860 -0.915
Si 0.106 -1.924 -1.886
C 0.629 -1.418 -3.608
C 0.313 -2.222 -4.712
C 0.586 -1.815 -6.007
C 1.197 -0.589 -6.232
C 1.532 0.223 -5.162
C 1.233 -0.175 -3.860
P 1.855 0.727 -2.396
C 3.645 0.244 -2.587
C 4.675 1.132 -2.876
C 5.980 0.676 -3.040
C 6.274 -0.673 -2.932
C 5.246 -1.573 -2.671
C 3.951 -1.115 -2.504
C 1.881 2.509 -2.774
C 1.108 3.109 -3.761
C 1.054 4.491 -3.873
C 1.761 5.292 -2.990
C 2.515 4.705 -1.982
C 2.565 3.325 -1.872
C -1.208 -1.111 -1.083
C -3.564 -0.939 -2.978
C -4.548 -0.054 -3.156
C -4.661 1.164 -2.326
C -4.378 0.961 -0.909
C -3.279 0.270 -0.578
P -2.634 -0.583 0.897
C -3.731 -0.083 2.305
C -4.472 1.094 2.378
C -5.201 1.418 3.515
C -5.187 0.574 4.615
C -4.435 -0.594 4.566
C -3.718 -0.914 3.424
C -3.257 -2.301 0.700
C -2.396 -3.384 0.844
C -2.865 -4.679 0.693
C -4.202 -4.896 0.378
C -5.062 -3.817 0.233
C -4.592 -2.521 0.400
H -0.571 -1.530 6.373
H 0.931 -3.279 5.474
H 1.800 -3.114 3.195
H -0.449 0.513 2.645
H -1.254 0.368 4.919
H 4.231 -0.904 -0.081
H 6.265 0.342 0.442
H 6.362 1.785 2.460
H 4.392 1.930 3.952
H 2.351 0.683 3.434
H 3.483 -2.977 1.786
H 4.178 -5.069 0.714
H 3.141 -5.741 -1.446
H 1.412 -4.353 -2.468
H -0.167 -3.180 -4.549
H 0.323 -2.453 -6.840
H 1.426 -0.271 -7.241
H 2.054 1.154 -5.342
H 4.479 2.189 -2.986
H 6.762 1.389 -3.265
H 7.289 -1.023 -3.062
H 5.451 -2.633 -2.598
H 3.164 -1.835 -2.308
H 0.499 2.503 -4.418
H 0.434 4.940 -4.636
H 1.710 6.369 -3.074
H 3.055 5.322 -1.275
H 3.140 2.880 -1.064
H -3.423 -1.894 -3.458
H -5.316 -0.238 -3.899
H -5.511 1.798 -2.542
H -5.049 1.382 -0.178
H -4.459 1.795 1.560
H -5.778 2.334 3.535
H -5.758 0.820 5.500
H -4.414 -1.262 5.418
H -3.143 -1.835 3.406
H -1.347 -3.211 1.056
H -2.187 -5.513 0.809
H -4.570 -5.905 0.244
H -6.103 -3.980 -0.012
H -5.269 -1.681 0.287
S -4.290 4.540 -1.621
Sb -3.063 3.071 -2.798
S -2.289 -0.185 -1.990
S -1.115 2.680 -1.243
N 0.760 2.440 1.194
H 0.766 3.176 0.485
H 1.708 2.322 1.548
H 0.188 2.802 1.962
C -2.469 3.684 4.760
S -1.933 3.057 3.172
C -2.855 4.133 2.062
H -2.316 4.760 4.831
H -1.880 3.194 5.534
H -3.522 3.452 4.924
H -3.929 3.994 2.185
H -2.598 3.885 1.030
H -2.601 5.177 2.244
```

Löwdin atomic charge list, values in e, 4 entries: 0.33, -0.07, -0.07, -0.07

Per-record energy above the lowest of the compared OMol25 structures with the same formula, charge and spin, kcal per mole: 0.0 124.8